# 1
The following is a DFT calculation (ωB97M-V/def2-TZVPD) of a structure of composition C5H6O2.

Atoms and positions in Å:
O  -1.00  -1.97  -0.34
O  -0.30  0.38  -1.39
C  1.36  0.77  0.18
C  0.76  -0.33  -0.69
C  -0.83  0.54  -0.05
C  0.26  1.37  0.63
C  -0.32  -0.90  0.26
H  -1.95  -1.86  -0.18
H  -0.04  -1.12  1.30
H  0.14  2.25  1.25
H  1.38  -0.98  -1.31
H  2.41  1.00  0.32
H  -1.88  0.85  0.01

## Properties
Electronic energy, a.u.: -344.495493
Kohn-Sham gap, eV: 10.450
Net charge: 0
F_max, eV/Å: 0.504

Löwdin population analysis, charges in e, atoms 1 to 2: atom 1 (O): 0.0034, atom 2 (O): -0.0493

---

# 2
The following is a DFT calculation (ωB97M-V/def2-TZVPD) of a structure of composition C5H6O2 in a non-equilibrium geometry.

Atoms and positions in Å:
O  0.67  -1.51  0.56
O  0.89  2.02  -0.26
C  0.84  -0.52  -0.50
C  -0.71  -1.18  0.55
C  -0.65  -0.41  -0.73
C  -0.79  0.31  0.60
C  0.98  0.77  0.30
H  1.59  -0.86  -1.21
H  -1.43  -1.91  0.91
H  -1.24  -0.39  -1.64
H  1.97  0.78  0.81
H  -1.78  0.74  0.86
H  -0.04  2.10  -0.47

## Properties
Electronic energy, a.u.: -344.422055
Kohn-Sham gap, eV: 10.109
Net charge: 0
F_max, eV/Å: 1.589

Löwdin population analysis, charges in e, atoms 1 to 2: atom 1 (O): -0.0384, atom 2 (O): -0.0134

---

# 3
The following is a DFT calculation (ωB97M-V/def2-TZVPD) of a structure of composition C5H6O2.

Atoms and positions in Å:
O  -2.90  0.33  -0.67
O  -0.02  -0.05  1.40
C  -0.73  0.54  0.31
C  1.21  0.09  0.69
C  -2.03  -0.17  0.00
C  0.50  0.50  -0.59
C  1.27  -0.79  -0.50
H  -0.98  1.59  0.53
H  0.72  1.26  -1.33
H  -2.15  -1.17  0.47
H  2.05  0.49  1.24
H  2.23  -0.71  -1.02
H  0.83  -1.78  -0.52

## Properties
Electronic energy, a.u.: -344.500705
Kohn-Sham gap, eV: 10.596
Net charge: 0
F_max, eV/Å: 0.581

Löwdin population analysis, charges in e, atoms 1 to 2: atom 1 (O): 0.0650, atom 2 (O): -0.0389

---

# 4
The following is a DFT calculation (ωB97M-V/def2-TZVPD) of the molecule C5H6O2 in a non-equilibrium geometry.

Atoms and positions in Å:
O  2.61  -1.72  0.01
O  0.42  -1.29  0.69
C  -1.76  -0.18  -0.33
C  0.46  1.02  0.00
C  1.64  0.44  -0.20
C  1.66  -0.99  0.18
C  -0.56  0.13  0.57
H  0.12  2.02  -0.19
H  -0.95  0.57  1.52
H  -2.67  0.42  -0.18
H  -1.48  -0.12  -1.39
H  -2.00  -1.21  -0.07
H  2.52  0.90  -0.62

## Properties
Electronic energy, a.u.: -344.558523
Kohn-Sham gap, eV: 10.786
Net charge: 0
SMILES string: C[C@@H]1C=CC(=O)O1
F_max, eV/Å: 2.230

Löwdin population analysis, charges in e, atoms 1 to 2: atom 1 (O): 0.0962, atom 2 (O): 0.0151

---

# 5
The following is a DFT calculation (ωB97M-V/def2-TZVPD) of a structure of composition C5H6O2 in a non-equilibrium geometry.

Atoms and positions in Å:
O  2.77  -1.04  0.52
O  0.62  -0.65  1.28
C  -0.25  -0.03  0.29
C  0.02  1.39  0.16
C  1.69  -0.55  0.41
C  -1.54  -0.69  -0.01
C  0.91  0.23  -0.63
H  -0.57  1.96  -0.55
H  -1.37  -1.75  -0.23
H  -2.22  -0.61  0.84
H  1.01  1.75  0.46
H  0.99  0.16  -1.70
H  -2.02  -0.22  -0.88

## Properties
Electronic energy, a.u.: -344.514900
Kohn-Sham gap, eV: 10.724
Net charge: 0
F_max, eV/Å: 2.894

Löwdin population analysis, charges in e, atoms 1 to 2: atom 1 (O): 0.1402, atom 2 (O): 0.0927

---

# 6
The following is a DFT calculation (ωB97M-V/def2-TZVPD) of the molecule C5H6O2 in a non-equilibrium geometry.

Atoms and positions in Å:
O  0.21  1.20  -0.23
O  -0.03  -0.62  1.05
C  -1.98  0.11  -0.04
C  2.17  -0.19  -0.01
C  0.78  0.21  0.37
C  -1.48  -1.01  0.52
C  -1.10  1.26  -0.27
H  2.07  -0.76  -0.94
H  -2.90  0.13  -0.48
H  -1.47  1.94  -0.99
H  2.65  -0.88  0.64
H  2.70  0.72  -0.10
H  -1.63  -2.10  0.49

## Properties
Electronic energy, a.u.: -344.429428
Kohn-Sham gap (spin up / spin down), eV: 7.320 / 6.618
Net charge: 0
F_max, eV/Å: 4.075

Löwdin population analysis, charges in e, atoms 1 to 2: atom 1 (O): 0.0759, atom 2 (O): -0.0402

---

# 7
The following is a DFT calculation (ωB97M-V/def2-TZVPD) of the molecule C5H6O2S in a non-equilibrium geometry.

Atoms and positions in Å:
S  -0.49  -2.38  -1.70
O  0.44  3.69  -0.53
O  0.77  -2.90  -1.16
C  0.15  2.66  -0.03
C  -0.29  -0.86  0.50
C  0.80  0.25  0.29
C  -0.01  1.53  0.63
C  -0.97  -1.22  -0.77
H  -0.98  -0.50  1.43
H  -0.77  1.47  1.41
H  0.22  -1.73  0.95
H  -1.82  -0.69  -1.14
H  1.70  0.27  0.88
H  1.25  0.40  -0.74

## Properties
Electronic energy, a.u.: -742.682269
Kohn-Sham gap, eV: 8.930
Net charge: 0
F_max, eV/Å: 3.098

Löwdin population analysis, charges in e, atoms 1 to 2: atom 1 (S): 0.9387, atom 2 (O): 0.1504

---

# 8
The following is a DFT calculation (ωB97M-V/def2-TZVPD) of the molecule C5H6O2S in a non-equilibrium geometry.

Atoms and positions in Å:
S  2.23  -1.14  0.11
O  -0.79  1.46  -0.31
O  -0.88  -0.80  -0.07
C  -3.28  0.08  0.44
C  -0.30  0.42  -0.13
C  1.73  1.62  0.06
C  -2.39  -1.03  -0.24
C  1.22  0.24  -0.09
H  2.76  1.83  0.05
H  -2.42  -2.18  -0.75
H  1.07  2.23  -0.54
H  -4.31  -0.10  0.44
H  1.35  2.10  0.96
H  -2.78  1.08  0.76

## Properties
Electronic energy, a.u.: -742.616096
Kohn-Sham gap, eV: 7.651
Net charge: 0
SMILES string: C=COC(=O)C(C)=S
F_max, eV/Å: 8.295

Löwdin population analysis, charges in e, atoms 1 to 2: atom 1 (S): 0.6913, atom 2 (O): 0.1256

---

# 9
The following is a DFT calculation (ωB97M-V/def2-TZVPD) of the molecule C5H6O2S in a non-equilibrium geometry.

Atoms and positions in Å:
S  3.00  -0.50  -0.39
O  1.28  2.32  -0.42
O  -1.02  -0.93  -1.27
C  1.47  -0.14  -0.02
C  -0.74  1.03  0.15
C  -0.85  -0.48  0.13
C  0.44  -1.10  0.59
C  0.81  1.25  -0.15
H  0.58  -2.04  0.03
H  -1.42  1.53  -0.51
H  -1.66  -0.83  0.83
H  -0.89  1.44  1.11
H  -1.62  -0.35  -1.77
H  0.61  -1.19  1.69

## Properties
Electronic energy, a.u.: -742.745832
Kohn-Sham gap, eV: 7.572
Net charge: 0
SMILES string: O=C1C[C@@H](O)CC1=S
F_max, eV/Å: 2.592

Löwdin population analysis, charges in e, atoms 1 to 2: atom 1 (S): 0.8020, atom 2 (O): 0.1069

---

# 10
The following is a DFT calculation (ωB97M-V/def2-TZVPD) of the molecule C5H6O3 in a non-equilibrium geometry.

Atoms and positions in Å:
O  -1.48  2.50  -0.26
O  -0.40  -0.07  -1.13
O  0.95  0.16  0.74
C  -0.64  1.96  0.38
C  -0.25  0.39  0.14
C  -0.11  -1.47  -1.10
C  1.34  -1.25  0.92
C  0.50  -2.15  -0.01
H  2.49  -1.30  0.66
H  -0.16  2.34  1.50
H  1.17  -1.36  2.07
H  -0.92  -0.16  0.83
H  -0.50  -1.78  -2.07
H  0.29  -3.26  0.26

## Properties
Electronic energy, a.u.: -419.712986
Kohn-Sham gap, eV: 9.974
Net charge: 0
SMILES string: O=C[C@H]1OC=CCO1
F_max, eV/Å: 3.549

Löwdin population analysis, charges in e, atoms 1 to 2: atom 1 (O): 0.0843, atom 2 (O): 0.0012

---

# 11
The following is a DFT calculation (ωB97M-V/def2-TZVPD) of a cluster of 2 separate species, C5H6O3 in total in a non-equilibrium geometry.

Atoms and positions in Å:
O  -1.73  1.29  0.23
O  1.42  1.72  -1.23
O  1.36  0.25  2.23
C  -0.57  1.60  0.16
C  0.36  1.17  -1.03
C  0.63  -0.80  0.10
C  -0.66  -1.59  -0.02
C  0.99  -0.24  1.25
H  -0.06  2.26  0.89
H  -1.05  -1.49  -1.03
H  -0.48  -2.64  0.20
H  -1.41  -1.21  0.68
H  -0.24  0.72  -1.84
H  1.43  -1.05  -0.59

## Properties
Electronic energy, a.u.: -419.749775
Kohn-Sham gap, eV: 9.243
Net charge: 0
SMILES string: CC=C=O.O=CC=O
F_max, eV/Å: 2.428

Löwdin population analysis, charges in e, atoms 1 to 2: atom 1 (O): 0.0608, atom 2 (O): 0.0290

---

# 12
The following is a DFT calculation (ωB97M-V/def2-TZVPD) of a structure of composition C5H6O3 in a non-equilibrium geometry.

Atoms and positions in Å:
O  -1.97  -1.42  -0.59
O  0.06  1.34  2.00
O  1.60  0.69  -1.56
C  0.51  0.22  -1.55
C  -1.56  -0.35  0.02
C  0.03  -0.06  0.01
C  0.50  1.06  0.90
C  0.66  -1.26  0.64
H  1.40  1.38  0.33
H  1.89  -1.46  0.11
H  0.87  -0.73  1.90
H  -0.18  0.01  -2.49
H  -0.17  -2.33  0.58
H  -2.11  0.58  0.63

## Properties
Electronic energy, a.u.: -419.635996
Kohn-Sham gap, eV: 9.780
Net charge: 0
F_max, eV/Å: 6.762

Löwdin population analysis, charges in e, atoms 1 to 2: atom 1 (O): -0.0327, atom 2 (O): 0.0545

---

# 13
The following is a DFT calculation (ωB97M-V/def2-TZVPD) of the molecule C5H6O3 in a non-equilibrium geometry.

Atoms and positions in Å:
O  -0.64  -2.07  2.58
O  -0.25  -0.32  1.16
O  0.10  -2.37  0.45
C  -0.48  2.20  -0.20
C  0.15  -0.18  -0.13
C  -0.27  -1.64  1.53
C  0.13  0.94  -0.80
C  0.61  -1.56  -0.55
H  -0.97  2.73  -1.00
H  0.28  2.87  0.22
H  0.28  -1.94  -1.52
H  -1.22  1.98  0.58
H  1.71  -1.62  -0.49
H  0.57  0.98  -1.82

## Properties
Electronic energy, a.u.: -419.833698
Kohn-Sham gap, eV: 10.162
Net charge: 0
SMILES string: C/C=C1/COC(=O)O1
F_max, eV/Å: 2.086

Löwdin population analysis, charges in e, atoms 1 to 2: atom 1 (O): 0.1764, atom 2 (O): 0.1376

---

# 14
The following is a DFT calculation (ωB97M-V/def2-TZVPD) of a structure of composition C5H6OS in a non-equilibrium geometry.

Atoms and positions in Å:
S  1.97  -1.21  -1.03
O  0.85  0.89  0.39
C  0.46  -0.88  -0.56
C  -1.34  0.75  -0.31
C  -1.23  0.21  0.96
C  0.01  0.70  -0.79
C  0.24  -0.33  0.88
H  -2.24  1.33  -0.46
H  0.48  1.11  -1.71
H  2.46  -0.40  -0.06
H  -0.28  -1.65  -0.94
H  -1.86  0.39  1.85
H  0.49  -0.89  1.78

## Properties
Electronic energy, a.u.: -667.389721
Kohn-Sham gap, eV: 9.485
Net charge: 0
F_max, eV/Å: 7.400

Löwdin population analysis, charges in e, atoms 1 to 2: atom 1 (S): 0.8519, atom 2 (O): -0.1427

---

# 15
The following is a DFT calculation (ωB97M-V/def2-TZVPD) of a structure of composition C5H6OS in a non-equilibrium geometry.

Atoms and positions in Å:
S  -2.13  -0.41  0.59
O  -0.07  1.26  0.61
C  1.94  -0.10  0.54
C  0.68  0.34  -0.10
C  -0.67  -1.14  -0.25
C  -1.47  1.23  0.32
C  2.98  -0.20  1.12
H  -1.67  1.58  -0.70
H  3.82  -0.56  1.45
H  -1.99  1.95  0.86
H  -0.85  -1.34  -1.24
H  0.73  0.49  -1.22
H  -0.25  -1.79  0.46

## Properties
Electronic energy, a.u.: -667.385112
Kohn-Sham gap, eV: 9.821
Net charge: 0
F_max, eV/Å: 5.085

Löwdin population analysis, charges in e, atoms 1 to 2: atom 1 (S): 0.8399, atom 2 (O): -0.1611

---

# 16
The following is a DFT calculation (ωB97M-V/def2-TZVPD) of a cluster of 2 separate species, C5H6OS2 in total in a non-equilibrium geometry.

Atoms and positions in Å:
S  -2.45  -1.24  -0.92
S  -2.54  1.27  -2.53
O  1.66  0.34  -0.06
C  -1.60  0.07  -1.83
C  2.10  -0.05  1.19
C  0.51  -0.07  -0.37
C  1.10  0.01  2.23
C  -0.12  0.27  -1.52
H  0.17  -0.84  0.46
H  0.07  1.09  2.04
H  -3.78  -0.62  -0.71
H  0.47  0.87  -2.27
H  3.03  -0.65  1.06
H  1.38  -0.44  3.21

## Properties
Electronic energy, a.u.: -1065.527569
Kohn-Sham gap, eV: 7.834
Net charge: 0
F_max, eV/Å: 6.556

Löwdin population analysis, charges in e, atoms 1 to 2: atom 1 (S): 0.6276, atom 2 (S): 0.5492

---

# 17
The following is a DFT calculation (ωB97M-V/def2-TZVPD) of a structure of composition C5H6OS2 in a non-equilibrium geometry.

Atoms and positions in Å:
S  -2.59  -0.90  -0.05
S  2.68  -0.75  -0.23
O  0.20  1.24  1.14
C  -0.85  1.29  -0.88
C  -1.31  0.01  0.00
C  0.43  1.33  -0.20
C  0.96  -0.19  -0.30
C  -0.03  -0.23  0.85
H  2.78  -0.37  1.04
H  -1.09  1.02  -1.88
H  -0.32  -0.86  1.81
H  -1.49  2.13  -0.70
H  0.62  -0.63  -1.22
H  1.21  2.05  -0.46

## Properties
Electronic energy, a.u.: -1065.613827
Kohn-Sham gap, eV: 8.530
Net charge: 0
F_max, eV/Å: 5.503

Löwdin population analysis, charges in e, atoms 1 to 2: atom 1 (S): 0.7751, atom 2 (S): 0.7646

---

# 18
The following is a DFT calculation (ωB97M-V/def2-TZVPD) of the molecule C5H6OS2 in a non-equilibrium geometry.

Atoms and positions in Å:
S  -0.06  -1.89  0.85
S  -1.72  1.23  -1.01
O  -2.18  -0.53  1.88
C  1.79  0.01  -0.73
C  0.69  -0.94  -0.43
C  -1.22  -0.44  1.17
C  0.73  0.44  0.21
C  -0.69  0.81  0.42
H  1.81  0.26  -1.81
H  1.15  0.38  1.18
H  -0.74  1.71  1.08
H  -2.23  -0.03  -1.23
H  -0.09  -0.95  -1.25
H  2.76  -0.04  -0.32

## Properties
Electronic energy, a.u.: -1065.634164
Kohn-Sham gap, eV: 9.608
Net charge: 0
SMILES string: O=C1S[C@@H]2C[C@H]2[C@H]1S
F_max, eV/Å: 2.339

Löwdin population analysis, charges in e, atoms 1 to 2: atom 1 (S): 0.9605, atom 2 (S): 0.7875

---

# 19
The following is a DFT calculation (ωB97M-V/def2-TZVPD) of a cluster of 2 separate species, C5H6OSi in total in a non-equilibrium geometry.

Atoms and positions in Å:
Si  1.45  -0.97  0.36
O  -2.36  -1.83  -0.25
C  -0.32  0.96  0.51
C  -2.40  -0.69  -0.68
C  -1.47  1.84  -0.01
C  -1.55  1.02  1.26
C  -1.68  0.40  -0.11
H  -1.79  2.92  -0.29
H  -3.15  -0.40  -1.52
H  2.21  -0.70  1.66
H  0.78  -2.26  0.01
H  2.24  -0.27  -0.55
H  -2.04  0.93  2.22

## Properties
Electronic energy, a.u.: -558.546272
Kohn-Sham gap, eV: 7.635
Net charge: 0
F_max, eV/Å: 3.906

Löwdin population analysis, charges in e, atoms 1 to 2: atom 1 (Si): 0.8462, atom 2 (O): 0.0022

---

For each record above, in turn, the calculated ΔE to the lowest compared entry with this formula, charge and spin values are 66.8; 112.9; 63.5; 27.2; 54.6; 108.2; 64.4; 105.9; 24.5; 79.3; 56.2; 127.6; 3.6; 93.1; 96.0; 126.2; 72.1; 59.3; 97.9 kcal per mole.